C41H40BrMgNOSb2 as an isolated structure, computed with the ωB97M-V functional and the def2-TZVPD basis.

Output
LUMO energy = -7.1 eV
frontier orbital gap = 6.1466 eV
max |F| = 0.0076 hartree/bohr
HOMO level = -13.273 eV
DFT total energy = -4970.47700 Eh

Structure (ORCA input):
```
! wB97M-V def2-TZVPD RIJCOSX def2/J DEFGRID3
* xyz 2 1
Mg -0.39 0.11 -1.40
C 3.31 -3.53 -1.72
C 3.18 -2.10 -1.28
C 4.19 -1.17 -1.46
C 4.00 0.15 -1.05
C 2.78 0.44 -0.49
Br 0.69 -0.25 -3.50
N 1.77 -0.39 -0.36
C 1.99 -1.65 -0.73
H 4.34 -3.78 -1.97
H 2.70 -3.71 -2.60
H 2.97 -4.21 -0.94
H 5.13 -1.46 -1.92
H 4.76 0.91 -1.15
H 1.16 -2.34 -0.63
C -0.89 -1.92 2.17
C -1.12 -0.63 2.97
C -0.89 0.67 2.18
Sb -2.72 1.27 1.15
C -2.85 3.23 1.99
C -2.33 4.39 1.42
C -2.47 5.60 2.08
C -3.11 5.67 3.30
C -3.63 4.52 3.87
C -3.51 3.31 3.22
C -1.83 1.90 -0.74
C -2.63 1.75 -1.89
C -2.25 2.30 -3.10
C -1.06 3.01 -3.20
C -0.24 3.14 -2.09
C -0.62 2.60 -0.86
Sb -1.65 -2.03 0.16
C -3.70 -2.47 0.38
C -4.45 -2.72 -0.77
C -5.80 -3.03 -0.65
C -6.39 -3.09 0.61
C -5.63 -2.85 1.74
C -4.29 -2.54 1.63
C -0.85 -3.88 -0.46
C -0.61 -4.07 -1.82
C -0.12 -5.28 -2.28
C 0.15 -6.31 -1.39
C -0.09 -6.13 -0.03
C -0.59 -4.92 0.44
H -1.27 -2.79 2.71
H 0.18 -2.08 2.03
H -0.44 -0.65 3.82
H -2.12 -0.64 3.40
H -0.06 0.56 1.48
H -0.65 1.50 2.84
H -1.85 4.36 0.46
H -2.08 6.51 1.62
H -3.21 6.62 3.81
H -4.15 4.57 4.82
H -3.95 2.42 3.67
H -3.56 1.20 -1.82
H -2.88 2.18 -3.97
H -0.76 3.43 -4.15
H 0.70 3.68 -2.19
H 0.00 2.76 0.01
H -4.00 -2.68 -1.75
H -6.38 -3.23 -1.54
H -7.44 -3.34 0.70
H -6.10 -2.90 2.72
H -3.71 -2.35 2.53
H -0.79 -3.27 -2.53
H 0.06 -5.43 -3.34
H 0.52 -7.26 -1.74
H 0.11 -6.93 0.67
H -0.78 -4.80 1.50
C 3.76 1.07 2.01
C 3.03 2.07 1.19
O 2.57 1.76 0.02
C 2.80 3.41 1.62
C 2.02 4.28 0.83
C 1.77 5.56 1.25
C 2.31 6.01 2.46
C 3.10 5.17 3.24
C 3.33 3.87 2.84
H 3.40 0.06 1.80
H 3.66 1.28 3.07
H 4.82 1.10 1.75
H 1.61 3.92 -0.11
H 1.16 6.23 0.65
H 2.12 7.02 2.79
H 3.52 5.53 4.17
H 3.95 3.23 3.46
*
```